Density functional theory data (the ωB97M-V functional and the def2-TZVPD basis) for a structure of composition C35H48GeS2SiTc at a distorted geometry.

Each line ends with the Mulliken charge.
Atoms and positions in Å:
Tc -0.03372 -0.90484 1.21125  -2.656
C -1.32136 -3.31009 4.25605  -1.832
C -0.38697 -2.50925 3.39495  0.442
S -0.72041 -0.79366 3.37809  -0.295
C 0.68034 -3.07256 2.76359  1.053
C 1.03322 -4.52254 2.89666  -1.582
S 1.76354 -2.17333 1.72734  -0.333
H -2.20432 -2.72109 4.50127  0.512
H -0.83293 -3.57642 5.19564  0.442
H -1.63929 -4.23128 3.76715  0.338
H 0.77071 -4.89992 3.88208  0.369
H 2.10390 -4.65053 2.73949  0.521
H 0.51832 -5.12894 2.14883  0.276
C -1.81319 1.42083 -1.62857  -2.359
C -2.60820 0.30095 -0.95789  2.526
C -3.01544 0.82367 0.42941  -1.634
C -3.87042 0.06039 -1.78479  -1.803
Si -1.48282 -1.33488 -0.77750  0.697
C -2.53447 -2.92653 -0.25687  2.728
C -3.60308 -2.57054 0.78152  -1.953
C -1.64264 -3.99145 0.39195  -1.912
C -3.23667 -3.55487 -1.45912  -1.805
C -0.32713 -1.69683 -2.35162  2.905
C 0.82372 -0.68926 -2.41950  -2.363
C 0.31591 -3.08268 -2.25542  -2.022
C -1.10907 -1.61612 -3.66075  -1.814
H -2.36900 2.35481 -1.56420  0.784
H -1.64144 1.21430 -2.67965  0.218
H -0.86020 1.55444 -1.11996  -0.113
H -3.55638 1.76190 0.31728  0.569
H -2.12821 1.01646 1.04572  0.078
H -3.67009 0.13464 0.95231  0.348
H -4.41507 0.99873 -1.87908  0.526
H -4.53549 -0.66286 -1.32311  0.350
H -3.62524 -0.28579 -2.78400  0.365
H -3.17342 -2.06465 1.64740  0.263
H -4.08584 -3.48238 1.13308  0.582
H -4.37745 -1.93749 0.36023  0.376
H -1.21910 -3.62767 1.32387  0.069
H -0.83473 -4.31549 -0.25512  0.321
H -2.23538 -4.87085 0.64456  0.585
H -3.86429 -2.83524 -1.97401  0.341
H -3.86501 -4.37315 -1.11082  0.593
H -2.52815 -3.95997 -2.17526  0.311
H 1.44178 -0.75089 -1.52236  0.160
H 0.46563 0.32813 -2.52217  0.266
H 1.44829 -0.91028 -3.28384  0.771
H 0.89029 -3.18502 -1.33414  0.236
H 1.00635 -3.21571 -3.08734  0.581
H -0.42111 -3.87738 -2.31990  0.428
H -1.53141 -0.62770 -3.80931  0.341
H -1.90965 -2.34819 -3.70575  0.329
H -0.42854 -1.81259 -4.48770  0.553
C 0.56569 0.71842 0.60798  1.583
Ge 1.57469 2.33898 0.15798  1.662
C 2.88904 1.51845 -1.09498  0.387
C 3.63236 0.49140 -0.52053  -0.387
C 4.60761 -0.16336 -1.24879  -0.716
C 4.83980 0.19970 -2.56685  -0.595
C 4.10068 1.21827 -3.14453  -0.705
C 3.12590 1.87872 -2.41079  -0.132
C 2.57129 2.74059 1.82050  0.026
C 2.40237 2.03306 3.00084  0.206
C 3.16660 2.35135 4.11113  -0.673
C 4.10023 3.37208 4.04405  -0.473
C 4.26578 4.08781 2.87077  -0.743
C 3.50091 3.77039 1.76369  -0.600
C 0.31596 3.83803 -0.20389  0.490
C -0.31505 4.36787 0.91508  -0.496
C -1.22082 5.40383 0.78072  -0.779
C -1.49547 5.92197 -0.47441  -0.543
C -0.85488 5.40745 -1.58959  -0.762
C 0.04899 4.36579 -1.45754  -0.323
H 3.43363 0.20844 0.50832  0.481
H 5.18775 -0.95346 -0.79170  0.446
H 5.59528 -0.31547 -3.14038  0.422
H 4.28418 1.50194 -4.17035  0.423
H 2.55391 2.67224 -2.86923  0.333
H 1.66638 1.23653 3.03161  0.107
H 3.04419 1.80295 5.03351  0.445
H 4.70198 3.60916 4.90737  0.396
H 4.99220 4.88466 2.81672  0.414
H 3.62128 4.32183 0.84038  0.430
H -0.08503 3.97045 1.89467  0.421
H -1.70614 5.81097 1.65561  0.433
H -2.20640 6.72922 -0.58151  0.422
H -1.05604 5.82373 -2.56563  0.425
H 0.54646 3.96766 -2.33017  0.296

Output
relative energy (zero: lowest compared OMol25 entry of this formula, charge and spin) = 0.0 kcal/mol
DFT total energy = -4605.76693 a.u.
lowest unoccupied orbital energy = -4.729 eV
charge = +1
gap between HOMO and LUMO = 6.73 eV

---

Density functional theory data (the ωB97M-V functional and the def2-TZVPD basis) for a structure of composition C35H48MnN5O2S4Sb at a distorted geometry.

Each line ends with the Mulliken charge.
Atoms and positions in Å:
Mn 0.25856 -0.19608 -1.03870  1.389
C -4.05979 -1.81884 -5.17931  -0.567
C -2.83036 -1.11561 -5.73924  -0.502
N -2.34216 -0.05875 -4.87325  -0.135
C -1.43698 -0.24677 -3.88852  0.035
S -1.05426 1.11880 -2.90295  -0.495
N -0.99271 -1.48474 -3.73013  -1.104
N 0.01193 -1.56445 -2.84515  0.204
C 0.34798 -2.70823 -2.35207  1.196
C -0.43791 -3.96957 -2.51909  -1.659
C 1.57158 -2.67768 -1.52196  0.724
C 2.02536 -3.80419 -0.83994  -0.530
C 3.23342 -3.73902 -0.16818  -0.710
C 3.95307 -2.55111 -0.16673  -0.492
C 3.39050 -1.45524 -0.79891  -0.433
N 2.24057 -1.50851 -1.46202  -0.230
H -4.40516 -2.59863 -5.85924  0.392
H -4.87875 -1.11642 -5.01872  0.287
H -3.80950 -2.27890 -4.22337  -0.181
H -3.04294 -0.68045 -6.71718  0.391
H -2.02163 -1.83240 -5.86228  0.269
H -2.84558 0.81218 -4.83356  0.233
H -0.83798 -4.27728 -1.54796  0.361
H 0.16549 -4.78909 -2.91480  0.435
H -1.27370 -3.78315 -3.18784  0.302
H 1.44928 -4.71872 -0.85033  0.422
H 3.61237 -4.60763 0.35519  0.453
H 4.90419 -2.46756 0.33968  0.468
H 3.87349 -0.48358 -0.77549  0.429
O 1.30976 1.74325 -0.75098  0.197
C 1.99516 2.75393 -0.63766  -0.592
C 1.62645 3.84730 0.32593  0.287
C 1.10492 5.00201 -0.57185  -1.060
C 0.47152 4.56529 -1.91238  0.225
C 1.46090 4.33460 -3.07496  -0.831
C 2.35851 3.10210 -2.94084  -0.282
N 2.94296 3.07203 -1.58172  -0.047
H 2.47086 4.18023 0.93291  0.408
H 0.84452 3.46613 0.97932  -0.237
H 1.92834 5.68943 -0.78861  0.355
H 0.37935 5.57501 0.00622  0.499
H -0.20724 5.36031 -2.22629  0.457
H -0.15317 3.67731 -1.77443  -0.337
H 2.08718 5.22928 -3.17353  0.301
H 0.89667 4.24323 -4.00526  0.437
H 3.16117 3.10975 -3.67623  0.423
H 1.78009 2.18906 -3.07222  -0.112
H 3.39982 3.95123 -1.37100  0.387
C 3.27060 -2.42786 3.54645  -1.289
C 2.23870 -1.34056 3.83806  -0.225
Sb 1.84705 -0.13201 2.08604  -1.306
C 0.74023 1.45475 3.04749  0.592
C 0.60925 1.35591 4.56435  -1.406
C 3.78321 0.85611 2.09352  -0.442
C 4.20820 1.48184 3.41937  -1.282
H 3.48413 -3.02807 4.43338  0.415
H 4.21732 -2.00040 3.20689  0.294
H 2.92243 -3.10416 2.76345  0.245
H 2.56959 -0.69451 4.64868  0.459
H 1.28737 -1.77243 4.14927  -0.067
H -0.24306 1.44512 2.57306  -0.418
H 1.22950 2.38774 2.75970  0.541
H 0.12014 0.42628 4.85651  0.242
H 0.00378 2.17748 4.95514  0.380
H 1.57764 1.39305 5.06254  0.332
H 3.74008 1.61487 1.30417  0.293
H 4.51635 0.11831 1.75688  0.453
H 3.47321 2.20802 3.76701  0.252
H 5.16828 1.99690 3.34126  0.434
H 4.30812 0.72581 4.19808  0.273
O -0.97491 -0.51431 0.36033  0.279
C -2.24166 -0.55746 0.87869  2.215
C -3.04173 -1.68906 0.23716  -0.386
C -3.47013 -2.86241 0.78331  -0.408
C -4.10973 -3.71465 -0.16326  -0.984
C -4.15415 -3.16376 -1.40554  -0.576
S -3.42309 -1.61596 -1.44004  0.241
C -2.96226 0.76873 0.66022  -1.110
C -4.29694 1.03374 0.62816  -0.137
C -4.58151 2.41982 0.46326  -1.035
C -3.45229 3.17187 0.37546  -0.670
S -2.04048 2.21151 0.50240  0.213
C -2.12544 -0.83564 2.37394  -0.525
C -1.24107 -1.69379 2.95495  -0.266
C -1.42172 -1.80527 4.36193  -1.128
C -2.43865 -1.02250 4.81688  -0.578
S -3.17640 -0.14705 3.54397  -0.176
H -3.33032 -3.10513 1.82578  0.548
H -4.52238 -4.68451 0.07286  0.409
H -4.58603 -3.58834 -2.29655  0.532
H -5.04430 0.25596 0.69999  0.607
H -5.57772 2.83097 0.39482  0.439
H -3.38372 4.23577 0.22330  0.495
H -0.50452 -2.22786 2.37065  0.893
H -0.82334 -2.43139 5.00854  0.450
H -2.77377 -0.90133 5.83313  0.458

Output
relative energy (zero: lowest compared OMol25 entry of this formula, charge and spin) = 9.0 kcal/mol
DFT total energy = -4770.77021 a.u.
expectation value of S² = 8.7553
lowest unoccupied orbital energy (spin up / spin down) = 0.075 / -0.037 eV
multiplicity = 6
charge = 0
gap between HOMO and LUMO (spin up / spin down) = 7.31 / 7.27 eV